Computed, not measured: a 2-piece molecular cluster, C9H14 overall, with ωB97M-V/def2-TZVPD.

Last columns: bonded neighbours and bond lengths (Å).
CARTESIAN COORDINATES (ANGSTROEM)
1 C -0.85 -1.50 1.41  C7 1.518, H13 1.084, H14 1.106, H15 1.093
2 C 3.06 -0.15 0.21  C3 1.425, C4 1.386, H8 1.084
3 C 2.84 -1.54 0.45  C2 1.425, C5 1.382, H9 1.078
4 C 1.99 0.73 0.28  C2 1.386, C6 1.394, H10 1.089
5 C 1.57 -1.85 0.91  C3 1.382, C7 1.420, H11 1.095
6 C 0.68 0.35 0.54  C4 1.394, C7 1.376, H12 1.072
7 C 0.47 -0.96 0.90  C1 1.518, C5 1.420, C6 1.376
8 H 4.11 0.08 0.07  C2 1.084
9 H 3.64 -2.17 0.11  C3 1.078
10 H 2.28 1.76 0.07  C4 1.089
11 H 1.31 -2.91 1.04  C5 1.095
12 H -0.08 1.12 0.56  C6 1.072
13 H -1.16 -1.09 2.36  C1 1.084
14 H -0.97 -2.58 1.58  C1 1.106
15 H -1.67 -1.38 0.69  C1 1.093
16 C -2.83 1.17 -1.26  C17 1.513, H18 1.096, H19 1.080, H20 1.138
17 C -1.49 1.83 -1.52  C16 1.513, H21 1.095, H22 1.087, H23 1.089
18 H -3.59 1.94 -1.46  C16 1.096
19 H -3.05 0.45 -2.03  C16 1.080
20 H -2.87 0.72 -0.22  C16 1.138
21 H -1.11 2.20 -0.56  C17 1.095
22 H -0.73 1.15 -1.89  C17 1.087
23 H -1.58 2.64 -2.24  C17 1.089

As for the relative energy (zero: lowest compared OMol25 entry of this formula, charge and spin): 92.0 kJ/mol. Its spin multiplicity is 1. For the LUMO energy, the calculation gives 1.062 eV. The SMILES is Cc1ccccc1.CC. Its HOMO energy is -8.993 eV. The orbital gap is 10.0552 eV.

=====

Computed, not measured: a 2-piece molecular cluster, C9H14 overall, with ωB97M-V/def2-TZVPD.

Last columns: bonded neighbours and bond lengths (Å).
CARTESIAN COORDINATES (ANGSTROEM)
1 C 2.15 -1.11 -2.61  C5 1.484, H12 1.091, H13 1.072, H15 1.078
2 C 0.08 1.41 -0.78  C3 1.370, C4 1.400, H8 1.134
3 C -0.98 0.69 -0.30  C2 1.370, C6 1.419, H9 1.064
4 C 0.99 0.73 -1.59  C2 1.400, C5 1.393, H10 1.121
5 C 1.00 -0.65 -1.78  C1 1.484, C4 1.393, C7 1.361
6 C -0.95 -0.72 -0.43  C3 1.419, C7 1.406, H11 1.029
7 C 0.03 -1.39 -1.18  C5 1.361, C6 1.406, H14 1.087
8 H 0.38 2.47 -0.50  C2 1.134
9 H -1.63 1.38 0.19  C3 1.064
10 H 1.85 1.30 -2.02  C4 1.121
11 H -1.77 -1.17 -0.01  C6 1.029
12 H 2.12 -0.70 -3.62  C1 1.091
13 H 2.23 -2.17 -2.73  C1 1.072
14 H 0.05 -2.47 -1.32  C7 1.087
15 H 3.16 -0.85 -2.32  C1 1.078
16 C -1.73 0.96 3.54  C17 1.522, H18 1.068, H19 1.153, H20 1.170
17 C -0.57 -0.03 3.57  C16 1.522, H21 1.064, H22 1.161, H23 1.069
18 H -1.73 1.45 2.59  C16 1.068
19 H -2.72 0.52 3.94  C16 1.153
20 H -1.33 1.88 4.14  C16 1.170
21 H -0.98 -0.98 3.83  C17 1.064
22 H 0.20 0.12 4.42  C17 1.161
23 H 0.08 -0.09 2.73  C17 1.069

As for the relative energy (zero: lowest compared OMol25 entry of this formula, charge and spin): 155.6 kJ/mol. Its spin multiplicity is 1. For the LUMO energy, the calculation gives 0.997 eV. The SMILES is Cc1ccccc1.CC. Its HOMO energy is -8.976 eV. The orbital gap is 9.9730 eV.

=====

Computed, not measured: a 2-piece molecular cluster, C9H14 overall, with ωB97M-V/def2-TZVPD.

Last columns: bonded neighbours and bond lengths (Å).
CARTESIAN COORDINATES (ANGSTROEM)
1 C -1.84 -0.41 -0.24  C5 1.495, H12 1.088, H13 1.081, H15 1.095
2 C 1.24 1.58 -1.23  C3 1.431, C4 1.374, H8 1.113
3 C 1.55 1.02 -2.51  C2 1.431, C6 1.382, H9 1.062
4 C 0.21 1.10 -0.46  C2 1.374, C5 1.403, H10 1.073
5 C -0.77 0.28 -1.03  C1 1.495, C4 1.403, C7 1.386
6 C 0.48 0.33 -3.04  C3 1.382, C7 1.389, H11 1.096
7 C -0.73 0.08 -2.40  C5 1.386, C6 1.389, H14 1.057
8 H 1.90 2.37 -0.81  C2 1.113
9 H 2.50 1.26 -2.91  C3 1.062
10 H 0.24 1.17 0.61  C4 1.073
11 H 0.55 -0.03 -4.07  C6 1.096
12 H -1.51 -1.41 0.03  C1 1.088
13 H -2.84 -0.39 -0.64  C1 1.081
14 H -1.54 -0.20 -3.02  C7 1.057
15 H -2.14 0.01 0.73  C1 1.095
16 C -0.08 -1.45 2.58  C17 1.517, H18 1.103, H19 1.108, H20 1.129
17 C 0.73 -0.18 2.71  C16 1.517, H21 1.082, H22 1.138, H23 1.095
18 H -0.51 -1.89 3.49  C16 1.103
19 H -1.04 -1.47 2.02  C16 1.108
20 H 0.64 -2.26 2.23  C16 1.129
21 H 0.17 0.74 2.60  C17 1.082
22 H 1.39 -0.19 1.78  C17 1.138
23 H 1.41 -0.06 3.56  C17 1.095

As for the relative energy (zero: lowest compared OMol25 entry of this formula, charge and spin): 143.6 kJ/mol. Its spin multiplicity is 1. For the LUMO energy, the calculation gives 1.049 eV. The SMILES is Cc1ccccc1.CC. Its HOMO energy is -8.899 eV. The orbital gap is 9.9476 eV.

=====

Computed, not measured: a 2-piece molecular cluster, C9H14 overall, with ωB97M-V/def2-TZVPD.

Last columns: bonded neighbours and bond lengths (Å).
CARTESIAN COORDINATES (ANGSTROEM)
1 C -1.25 0.83 -2.69  C3 1.534, H10 1.106, H11 1.095, H15 1.094
2 C 0.77 -0.60 -2.17  C3 1.384, C4 1.400, H8 1.095
3 C -0.10 0.40 -1.77  C1 1.534, C2 1.384, C5 1.391
4 C 1.82 -0.94 -1.31  C2 1.400, C6 1.387, H9 1.062
5 C -0.01 0.96 -0.50  C3 1.391, C7 1.393, H12 1.102
6 C 1.96 -0.27 -0.10  C4 1.387, C7 1.389, H13 1.092
7 C 1.03 0.65 0.37  C5 1.393, C6 1.389, H14 1.084
8 H 0.68 -1.08 -3.15  C2 1.095
9 H 2.55 -1.63 -1.67  C4 1.062
10 H -1.03 1.73 -3.29  C1 1.106
11 H -2.21 0.90 -2.16  C1 1.095
12 H -0.96 1.37 -0.13  C5 1.102
13 H 2.88 -0.43 0.45  C6 1.092
14 H 1.12 1.27 1.26  C7 1.084
15 H -1.36 0.02 -3.43  C1 1.094
16 C -0.70 -1.09 2.15  C17 1.537, H18 1.141, H19 1.080, H20 1.092
17 C -0.70 0.29 2.84  C16 1.537, H21 1.133, H22 1.095, H23 1.103
18 H -1.50 -1.71 2.69  C16 1.141
19 H -0.92 -0.99 1.10  C16 1.080
20 H 0.28 -1.53 2.33  C16 1.092
21 H -1.10 1.08 2.13  C17 1.133
22 H 0.20 0.46 3.43  C17 1.095
23 H -1.47 0.31 3.63  C17 1.103

As for the relative energy (zero: lowest compared OMol25 entry of this formula, charge and spin): 95.5 kJ/mol. Its spin multiplicity is 1. For the LUMO energy, the calculation gives 1.037 eV. The SMILES is Cc1ccccc1.CC. Its HOMO energy is -9.059 eV. The orbital gap is 10.0956 eV.

=====

Computed, not measured: a 2-piece molecular cluster, C9H14 overall, with ωB97M-V/def2-TZVPD.

Last columns: bonded neighbours and bond lengths (Å).
CARTESIAN COORDINATES (ANGSTROEM)
1 C 2.70 1.31 -1.10  C2 1.517, H3 1.103, H4 1.101, H5 1.068
2 C 2.79 -0.15 -1.50  C1 1.517, H6 1.100, H7 1.103, H8 1.121
3 H 3.50 1.59 -0.39  C1 1.103
4 H 2.71 2.11 -1.85  C1 1.101
5 H 1.76 1.49 -0.63  C1 1.068
6 H 3.14 -0.27 -2.54  C2 1.100
7 H 1.84 -0.71 -1.58  C2 1.103
8 H 3.28 -0.79 -0.73  C2 1.121
9 C -3.06 1.06 1.49  C11 1.547, H18 1.109, H19 1.099, H23 1.096
10 C -0.95 -0.29 1.83  C11 1.369, C12 1.396, H16 1.086
11 C -1.86 0.25 0.95  C9 1.547, C10 1.369, C14 1.417
12 C -0.16 -1.32 1.31  C10 1.396, C13 1.369, H17 1.094
13 C -0.02 -1.63 -0.01  C12 1.369, C15 1.436, H20 1.070
14 C -1.78 -0.05 -0.43  C11 1.417, C15 1.373, H21 1.085
15 C -0.88 -0.95 -0.94  C13 1.436, C14 1.373, H22 1.098
16 H -0.84 -0.22 2.90  C10 1.086
17 H 0.40 -1.99 1.97  C12 1.094
18 H -3.93 0.40 1.29  C9 1.109
19 H -3.12 1.98 0.88  C9 1.099
20 H 0.79 -2.24 -0.35  C13 1.070
21 H -2.37 0.51 -1.15  C14 1.085
22 H -0.86 -1.28 -1.99  C15 1.098
23 H -3.07 1.19 2.57  C9 1.096

As for the relative energy (zero: lowest compared OMol25 entry of this formula, charge and spin): 106.5 kJ/mol. Its spin multiplicity is 1. For the LUMO energy, the calculation gives 1.047 eV. The SMILES is Cc1ccccc1.CC. Its HOMO energy is -8.872 eV. The orbital gap is 9.9191 eV.

=====

Computed, not measured: a 2-piece molecular cluster, C9H14 overall, with ωB97M-V/def2-TZVPD.

Last columns: bonded neighbours and bond lengths (Å).
CARTESIAN COORDINATES (ANGSTROEM)
1 C 4.25 0.34 -1.29  C2 1.533, H3 1.085, H4 1.098, H5 1.093
2 C 2.97 -0.09 -0.56  C1 1.533, H6 1.092, H7 1.089, H8 1.089
3 H 4.73 -0.51 -1.77  C1 1.085
4 H 4.02 1.01 -2.13  C1 1.098
5 H 5.01 0.85 -0.70  C1 1.093
6 H 3.16 -0.28 0.49  C2 1.092
7 H 2.68 -1.06 -0.96  C2 1.089
8 H 2.25 0.73 -0.56  C2 1.089
9 C -1.03 -1.63 2.11  C15 1.508, H21 1.092, H22 1.095, H23 1.081
10 C -1.50 1.20 -1.09  C11 1.384, C12 1.402, H16 1.077
11 C -2.24 1.34 0.07  C10 1.384, C13 1.386, H17 1.080
12 C -0.62 0.11 -1.21  C10 1.402, C14 1.375, H18 1.080
13 C -2.12 0.43 1.11  C11 1.386, C15 1.389, H19 1.080
14 C -0.48 -0.77 -0.16  C12 1.375, C15 1.395, H20 1.090
15 C -1.20 -0.61 1.02  C9 1.508, C13 1.389, C14 1.395
16 H -1.51 1.95 -1.86  C10 1.077
17 H -2.93 2.16 0.17  C11 1.080
18 H -0.07 0.09 -2.14  C12 1.080
19 H -2.75 0.54 1.98  C13 1.080
20 H 0.14 -1.66 -0.26  C14 1.090
21 H -1.81 -2.38 1.96  C9 1.092
22 H -1.24 -1.17 3.09  C9 1.095
23 H -0.06 -2.10 2.03  C9 1.081

As for the relative energy (zero: lowest compared OMol25 entry of this formula, charge and spin): 35.2 kJ/mol. Its spin multiplicity is 1. For the LUMO energy, the calculation gives 1.025 eV. The SMILES is Cc1ccccc1.CC. Its HOMO energy is -8.966 eV. The orbital gap is 9.9916 eV.

=====

Computed, not measured: a 2-piece molecular cluster, C9H14 overall, with ωB97M-V/def2-TZVPD.

Last columns: bonded neighbours and bond lengths (Å).
CARTESIAN COORDINATES (ANGSTROEM)
1 C 2.22 -1.54 -0.38  C5 1.497, H12 1.090, H13 1.093, H15 1.087
2 C -1.14 -0.71 1.22  C3 1.417, C4 1.362, H8 1.084
3 C -0.16 -0.94 0.23  C2 1.417, C5 1.395, H9 1.082
4 C -0.79 -0.67 2.54  C2 1.362, C6 1.404, H10 1.082
5 C 1.14 -1.25 0.62  C1 1.497, C3 1.395, C7 1.420
6 C 0.54 -0.90 2.93  C4 1.404, C7 1.372, H11 1.083
7 C 1.49 -1.26 2.00  C5 1.420, C6 1.372, H14 1.079
8 H -2.15 -0.48 0.91  C2 1.084
9 H -0.43 -1.13 -0.80  C3 1.082
10 H -1.49 -0.72 3.36  C4 1.082
11 H 0.82 -0.67 3.94  C6 1.083
12 H 1.78 -1.58 -1.37  C1 1.090
13 H 2.62 -2.53 -0.17  C1 1.093
14 H 2.51 -1.54 2.22  C7 1.079
15 H 3.06 -0.85 -0.32  C1 1.087
16 C -0.86 2.08 -2.74  C17 1.515, H18 1.094, H19 1.091, H20 1.094
17 C -1.67 2.09 -1.46  C16 1.515, H21 1.088, H22 1.088, H23 1.095
18 H -1.15 2.84 -3.47  C16 1.094
19 H 0.21 2.25 -2.63  C16 1.091
20 H -0.97 1.13 -3.27  C16 1.094
21 H -1.28 1.40 -0.71  C17 1.088
22 H -2.73 1.90 -1.61  C17 1.088
23 H -1.56 3.08 -1.02  C17 1.095

As for the relative energy (zero: lowest compared OMol25 entry of this formula, charge and spin): 46.3 kJ/mol. Its spin multiplicity is 1. For the LUMO energy, the calculation gives 1.027 eV. The SMILES is Cc1ccccc1.CC. Its HOMO energy is -8.960 eV. The orbital gap is 9.9878 eV.

=====

Computed, not measured: a 2-piece molecular cluster, C9H14 overall, with ωB97M-V/def2-TZVPD.

Last columns: bonded neighbours and bond lengths (Å).
CARTESIAN COORDINATES (ANGSTROEM)
1 C -1.67 -0.35 2.27  C2 1.535, H3 1.084, H4 1.079, H5 1.095
2 C -3.04 -0.45 1.58  C1 1.535, H6 1.089, H7 1.086, H8 1.085
3 H -1.65 -1.07 3.08  C1 1.084
4 H -0.89 -0.39 1.53  C1 1.079
5 H -1.51 0.62 2.76  C1 1.095
6 H -3.85 -0.33 2.30  C2 1.089
7 H -3.09 -1.47 1.20  C2 1.086
8 H -3.19 0.27 0.78  C2 1.085
9 C -0.68 -0.71 -1.49  C13 1.495, H20 1.095, H21 1.087, H23 1.092
10 C 2.64 0.04 0.17  C11 1.385, C12 1.389, H16 1.081
11 C 1.39 -0.51 -0.08  C10 1.385, C13 1.393, H17 1.083
12 C 3.10 1.09 -0.61  C10 1.389, C14 1.385, H18 1.085
13 C 0.59 -0.03 -1.10  C9 1.495, C11 1.393, C15 1.399
14 C 2.33 1.55 -1.67  C12 1.385, C15 1.383, H19 1.085
15 C 1.12 0.95 -1.95  C13 1.399, C14 1.383, H22 1.080
16 H 3.27 -0.32 0.97  C10 1.081
17 H 1.02 -1.30 0.57  C11 1.083
18 H 4.09 1.50 -0.41  C12 1.085
19 H 2.70 2.37 -2.27  C14 1.085
20 H -1.59 -0.31 -1.03  C9 1.095
21 H -0.65 -1.78 -1.27  C9 1.087
22 H 0.52 1.29 -2.79  C15 1.080
23 H -0.96 -0.64 -2.55  C9 1.092

As for the relative energy (zero: lowest compared OMol25 entry of this formula, charge and spin): 29.2 kJ/mol. Its spin multiplicity is 1. For the LUMO energy, the calculation gives 1.036 eV. The SMILES is Cc1ccccc1.CC. Its HOMO energy is -9.045 eV. The orbital gap is 10.0807 eV.

=====

Computed, not measured: a 2-piece molecular cluster, C9H14 overall, with ωB97M-V/def2-TZVPD.

Last columns: bonded neighbours and bond lengths (Å).
CARTESIAN COORDINATES (ANGSTROEM)
1 C 2.77 -1.50 -0.45  C5 1.501, H12 1.091, H13 1.093, H15 1.095
2 C 0.30 1.37 -0.31  C3 1.400, C4 1.373, H8 1.085
3 C -0.09 1.42 1.04  C2 1.400, C6 1.385, H9 1.080
4 C 1.18 0.44 -0.78  C2 1.373, C5 1.404, H10 1.084
5 C 1.82 -0.47 0.08  C1 1.501, C4 1.404, C7 1.386
6 C 0.56 0.55 1.90  C3 1.385, C7 1.408, H11 1.082
7 C 1.48 -0.40 1.43  C5 1.386, C6 1.408, H14 1.078
8 H 0.00 2.16 -0.99  C2 1.085
9 H -0.95 2.00 1.33  C3 1.080
10 H 1.44 0.48 -1.84  C4 1.084
11 H 0.39 0.57 2.97  C6 1.082
12 H 3.40 -1.77 0.40  C1 1.091
13 H 3.33 -1.24 -1.35  C1 1.093
14 H 1.97 -1.05 2.13  C7 1.078
15 H 2.30 -2.41 -0.82  C1 1.095
16 C -3.01 -0.62 -0.45  C17 1.531, H18 1.083, H19 1.103, H20 1.087
17 C -3.68 -0.14 -1.74  C16 1.531, H21 1.089, H22 1.090, H23 1.089
18 H -2.58 0.13 0.21  C16 1.083
19 H -3.77 -1.11 0.19  C16 1.103
20 H -2.31 -1.42 -0.64  C16 1.087
21 H -4.16 -0.94 -2.31  C17 1.089
22 H -2.90 0.24 -2.41  C17 1.090
23 H -4.45 0.58 -1.45  C17 1.089

As for the relative energy (zero: lowest compared OMol25 entry of this formula, charge and spin): 44.9 kJ/mol. Its spin multiplicity is 1. For the LUMO energy, the calculation gives 1.001 eV. The SMILES is Cc1ccccc1.CC. Its HOMO energy is -9.008 eV. The orbital gap is 10.0098 eV.

=====

Computed, not measured: a 2-piece molecular cluster, C9H14 overall, with ωB97M-V/def2-TZVPD.

Last columns: bonded neighbours and bond lengths (Å).
CARTESIAN COORDINATES (ANGSTROEM)
1 C -1.32 -2.80 -1.35  C7 1.487, H13 1.087, H14 1.093, H15 1.096
2 C -1.71 0.95 0.76  C3 1.390, C4 1.387, H8 1.084
3 C -0.48 0.53 0.26  C2 1.390, C5 1.385, H9 1.087
4 C -2.85 0.24 0.41  C2 1.387, C6 1.381, H10 1.080
5 C -0.42 -0.61 -0.53  C3 1.385, C7 1.397, H11 1.088
6 C -2.73 -0.93 -0.31  C4 1.381, C7 1.396, H12 1.091
7 C -1.50 -1.47 -0.71  C1 1.487, C5 1.397, C6 1.396
8 H -1.84 1.88 1.31  C2 1.084
9 H 0.47 0.97 0.56  C3 1.087
10 H -3.85 0.62 0.56  C4 1.080
11 H 0.49 -0.78 -1.10  C5 1.088
12 H -3.57 -1.62 -0.42  C6 1.091
13 H -2.01 -3.07 -2.15  C1 1.087
14 H -1.20 -3.64 -0.66  C1 1.093
15 H -0.33 -2.79 -1.82  C1 1.096
16 C 3.29 0.95 0.42  C17 1.545, H18 1.091, H19 1.085, H20 1.087
17 C 2.39 2.12 0.85  C16 1.545, H21 1.095, H22 1.081, H23 1.091
18 H 2.75 0.01 0.54  C16 1.091
19 H 3.61 1.11 -0.60  C16 1.085
20 H 4.12 0.93 1.13  C16 1.087
21 H 3.00 2.98 1.15  C17 1.095
22 H 1.77 1.87 1.70  C17 1.081
23 H 1.89 2.58 -0.01  C17 1.091

As for the relative energy (zero: lowest compared OMol25 entry of this formula, charge and spin): 74.4 kJ/mol. Its spin multiplicity is 1. For the LUMO energy, the calculation gives 1.036 eV. The SMILES is Cc1ccccc1.CC. Its HOMO energy is -8.988 eV. The orbital gap is 10.0235 eV.